Entry from OMol25: a molecular structure, C28H64IrN3O2PSSeSi4 (ωB97M-V with the def2-TZVPD basis set).

```
105
Properties=species:S:1:pos:R:3:mulliken_charge:R:1
H 2.7603 -0.3235 3.9742 0.270
H 3.1397 3.6262 -0.8423 0.488
H -6.3180 0.8639 2.0343 0.352
C 2.7431 -3.0226 -1.9219 -0.398
N -4.1810 -0.0241 -0.8880 1.054
H -6.1202 0.4188 -0.1732 0.334
H 5.4100 -2.4456 2.9020 0.408
H -5.5448 0.1107 3.4343 0.309
C 0.2778 4.4860 -1.4990 0.473
H 5.9289 2.4847 0.4714 0.414
H 1.3201 -1.2530 3.5330 0.243
C -1.8804 -5.0881 -2.3121 -0.866
C -0.1031 3.8353 0.8161 1.011
H 5.6085 -1.7592 -1.0777 0.288
H 0.8137 3.2783 -3.2130 0.237
H 5.3594 -0.7098 2.5603 0.261
C 5.1233 -1.1886 -1.8764 -1.175
H 2.5072 -0.8160 -4.0428 0.549
H 1.7538 7.4715 1.5440 0.354
Si 3.2721 -1.2390 -1.7360 0.358
C 0.6574 6.0883 0.2946 0.517
C 5.5229 1.4693 0.3906 -0.860
H -3.1909 -3.4581 -1.6045 0.185
H -1.7698 -2.9161 -2.5323 0.370
H 5.9109 0.8755 1.2229 0.234
H -3.5567 1.8972 2.9131 0.508
H -3.2727 1.0143 -2.4721 0.286
C 5.0550 -1.6942 2.1880 -1.015
H 2.8986 -4.2175 2.6060 0.582
H 0.2454 -4.7661 -2.5376 0.066
C 3.0409 2.1851 2.0389 -0.772
H -2.8707 1.7742 1.2841 -0.253
H 0.1093 7.9728 1.1649 0.337
Se -0.7657 1.8569 -1.2431 -0.208
C -3.7845 1.6673 1.8703 -0.645
Ir -0.0355 -0.0326 0.1186 2.273
H 3.1775 3.2751 2.1009 0.433
H 2.6349 -2.0296 4.4364 0.441
H 0.7334 5.0229 -3.5307 0.421
C 2.4097 -1.3080 3.6418 -1.049
C 3.0606 2.5488 -1.0449 -0.202
H -3.7876 -0.6312 -2.8758 0.286
H 2.9635 0.7125 -3.2687 0.278
H -0.1703 -6.4290 -2.0988 0.505
H -0.8729 -5.6890 0.1656 0.539
H -2.5408 -5.7894 -1.7973 0.317
H 3.5739 1.7187 2.8763 0.357
H 1.7098 -3.1415 -1.5827 -0.568
C -2.1419 -3.6619 -1.8328 -0.341
H -5.4165 -3.6283 -0.2360 0.326
H 1.4199 -0.0536 -2.8626 0.029
C 2.7276 -3.6050 1.7133 -0.802
C -0.4300 -5.3831 -1.9403 -0.463
P -3.6749 -0.6213 0.5457 -0.942
O -2.1753 -0.6756 0.6417 -1.095
N -4.2970 0.2957 1.7527 0.584
H 3.3795 -3.7054 -1.3490 0.381
H 2.7990 -3.3068 -2.9803 0.543
C 0.2881 5.1118 1.2101 -0.819
H 3.3002 -4.0432 0.8882 0.326
H -2.3501 -0.3591 -1.8665 -0.174
H -4.7075 -2.8301 2.6893 0.341
H 1.3668 8.0976 -0.0675 0.359
H -4.5166 2.3942 1.5036 0.305
H 0.9601 6.4918 -1.7857 0.315
Si 2.2182 -0.5138 0.3330 -0.212
H -3.7439 -3.9294 1.6860 0.347
H 0.6825 -4.8615 -0.0962 0.049
C 0.9978 7.4846 0.7559 -1.562
O -0.0984 -2.3523 -0.6821 -1.003
H -5.7609 -1.9836 -0.7755 0.403
C -5.5282 -2.5930 0.0951 -1.269
H 5.8970 1.0335 -0.5350 0.287
Si 3.6778 1.5768 0.4021 -0.039
C -5.6136 0.0852 2.3452 -1.046
H -5.4012 1.6754 -1.1928 0.289
C -0.3320 -4.9851 -0.4757 -0.457
Si 3.2035 -1.8202 2.0264 0.456
H -6.3782 -2.5594 0.7846 0.384
H -0.7481 4.0757 -3.3525 0.348
N -4.2903 -2.1426 0.7155 0.872
H 3.6439 2.3223 -1.9445 0.469
C -0.5606 2.8791 1.8896 -2.126
C 2.4701 -0.2512 -3.1023 -0.921
S -1.1745 -3.3842 -0.3078 0.536
H -0.4138 1.8371 1.6055 0.082
C -5.4938 0.5951 -1.0483 -1.242
H 5.4075 -1.6436 -2.8335 0.431
H 2.0122 2.3213 -1.2491 -0.435
C -0.1172 3.5288 -0.5535 0.747
C 0.2737 4.1999 -2.9829 -1.727
C 0.6594 5.7499 -1.0522 -0.947
H -3.0037 -2.4662 2.3477 0.329
H 0.2909 5.3557 2.2715 0.413
H -0.0225 3.0593 2.8216 0.540
H 5.5224 -0.1737 -1.8607 0.258
H -6.0170 -0.8829 2.0575 0.268
H -2.0556 -5.1867 -3.3827 0.394
H 1.6624 -3.6667 1.4570 -0.154
C -3.3526 -0.0034 -2.0912 -0.853
C -3.9195 -2.8785 1.9290 -1.228
H -1.6239 3.0171 2.0946 0.500
H -6.0022 0.1789 -1.9215 0.431
H 1.9752 1.9674 2.1504 -0.037
H 5.5698 -1.8657 1.2362 0.225
```

Its molar mass is 921.40 g mol⁻¹. As for the total charge: +1. For the energy above the lowest of the compared OMol25 structures with the same formula, charge and spin, the calculation gives 30.7 kcal/mol. For the largest force on an atom, the calculation gives 0.9 eV/Å. The expectation value of S² is 6.02. As for the spin multiplicity: 5. For the HOMO-LUMO gap (alpha / beta), the calculation gives 0.269 / 0.190 Eh. Its HOMO energy (alpha / beta) is -8.960 / -9.869 eV. The energy is -5823.1613 hartree.